Record 1
7
Properties=species:S:1:pos:R:3 method="wB97M-V/def2-TZVPD" e_above_lowest_kcal_mol=5.7 charge=0 orbital_gap_ev=10.41 e_lumo_ev=0.944
C -0.47244 -0.52229 0.10494
C -1.64196 0.03384 -0.00436
C 2.48842 0.85849 0.09636
O 0.49676 -1.11855 0.27010
O 3.15711 -0.00115 -0.13829
H -1.81550 1.09041 0.46037
H -2.21239 -0.34076 -0.78913

---

Record 2
90
Properties=species:S:1:pos:R:3 method="wB97M-V/def2-TZVPD" charge=+4 orbital_gap_ev="3.54 / 3.43" e_lumo_ev="-14.945 / -15.056"
C 2.39750 4.23633 -1.04815
C 1.32262 3.75983 -1.83916
C 1.58205 3.53256 -3.21249
C 2.76345 4.03514 -3.77004
N 3.72297 4.58666 -3.02697
C 3.53685 4.73262 -1.71334
C -0.05596 3.62482 -1.38205
C -1.24518 3.40835 -1.07252
C -2.48450 2.94955 -0.42874
C -2.73360 1.53881 -0.11540
C -3.44827 1.22832 1.12110
C -4.32152 2.24009 1.63417
C -4.43824 3.47142 0.98890
C -3.46132 3.82966 -0.00651
Ce -1.07953 0.82244 1.49349
P 1.94524 -0.14806 -0.28529
H 0.85230 3.03912 -3.86569
H 2.35730 4.28980 0.03463
H 2.90945 3.97594 -4.85171
H 4.31454 5.24958 -1.15775
H -3.42011 4.83532 -0.44678
H -2.48180 0.83916 -0.95629
H -5.19882 4.22726 1.23822
H -3.48367 0.26468 1.68805
C 2.64031 -1.87481 -0.17145
C 3.80771 -2.30657 -1.06069
H 1.77342 -2.52298 -0.37968
H 2.89888 -2.04744 0.88469
H 4.02888 -3.36717 -0.88063
H 3.58837 -2.20490 -2.12884
H 4.73407 -1.76296 -0.84450
C 2.06898 0.14364 -2.12363
C 3.42452 0.51998 -2.72203
H 1.34665 0.94973 -2.33276
H 1.68068 -0.74723 -2.64582
H 3.35054 0.61739 -3.81492
H 3.77887 1.48630 -2.34317
H 4.20166 -0.23050 -2.53961
C 3.29998 0.93476 0.44177
C 4.76297 0.48108 0.36081
H 3.03127 1.04993 1.50899
H 3.18721 1.93994 -0.00570
H 5.39543 1.20516 0.90277
H 4.91642 -0.49989 0.83409
H 5.15040 0.44531 -0.66885
Br -5.50326 1.69936 3.08835
P -1.58368 -1.48261 -1.70367
C -0.56401 -2.38550 -2.92174
C -1.09327 -3.69380 -3.45678
H 0.39402 -2.52844 -2.39906
H -0.35364 -1.69601 -3.74663
H -0.32452 -4.17820 -4.05934
H -1.35952 -4.39499 -2.67222
H -1.94847 -3.56804 -4.11554
C -2.71141 -2.72577 -0.90947
C -4.08171 -3.01155 -1.52540
H -2.82749 -2.34793 0.12426
H -2.12222 -3.65192 -0.83128
H -4.62186 -3.67485 -0.83786
H -4.68213 -2.09864 -1.64884
H -4.00841 -3.54489 -2.48511
C -2.70839 -0.36542 -2.70365
C -3.13335 -0.80308 -4.10127
H -2.13964 0.58292 -2.75142
H -3.60577 -0.15972 -2.09594
H -3.71082 0.01548 -4.55296
H -2.27336 -1.00238 -4.75442
H -3.79884 -1.67884 -4.07893
C -1.14634 -3.44263 4.17149
C -1.44510 -2.03210 4.69597
P -0.87638 -0.82326 3.51726
C -0.98451 1.03118 3.92056
C -0.63295 1.31667 5.39874
C 0.93548 -0.99734 3.24900
C 1.85358 -1.32961 4.44368
H -1.64645 -3.63045 3.21284
H -1.53139 -4.15462 4.89142
H -0.06819 -3.60740 4.03861
H -2.53613 -1.87675 4.80273
H -0.96649 -1.74686 5.64196
H -0.23970 1.69674 3.39080
H -2.02172 1.36255 3.70686
H 0.45144 1.45198 5.48378
H -1.10376 2.26587 5.67875
H -0.96382 0.52482 6.08096
H 1.05732 -1.79404 2.49954
H 1.31827 -0.05811 2.79371
H 1.61254 -2.26463 4.97022
H 2.88137 -1.44976 4.06946
H 1.89568 -0.52561 5.19006

---

Record 3
159
Properties=species:S:1:pos:R:3 method="wB97M-V/def2-TZVPD" e_above_lowest_kcal_mol=0.0 charge=0 spin_multiplicity=6 orbital_gap_ev="8.06 / 8.16" e_lumo_ev="0.299 / 0.202"
Mn -2.29073 0.65679 -3.23648
C 1.75143 0.58465 -4.65780
C 0.49293 1.29981 -5.16115
C 0.41360 1.14951 -6.70102
O -0.67921 0.94719 -4.52979
H 1.96244 0.80454 -3.60715
H 2.60184 0.72431 -5.32126
H 1.56973 -0.49572 -4.58510
H 0.68898 2.37246 -4.97232
H 1.40829 1.39965 -7.07468
H -0.29773 1.81189 -7.19362
H 0.11919 0.11844 -6.90599
C -0.37921 0.30172 0.68007
C -0.31411 -0.11115 -0.79931
C 0.30993 -1.49129 -0.90645
O -1.57244 -0.01853 -1.36676
H -0.98546 -0.34919 1.31488
H -0.66118 1.34592 0.83732
H 0.64174 0.20102 1.07747
H 0.43995 0.54978 -1.25693
H -0.32183 -2.27818 -0.47023
H 1.25731 -1.56987 -0.37447
H 0.33907 -1.78500 -1.95584
C -5.59818 2.74920 -1.16901
C -4.44332 2.39921 -2.07150
C -3.13456 3.03539 -1.67162
O -2.12612 2.68994 -2.61117
C -0.87251 3.24713 -2.22444
N -4.26774 0.92708 -2.18696
H -5.47405 2.30586 -0.17757
H -6.54793 2.33521 -1.51130
H -5.68951 3.83064 -1.04944
H -4.63190 2.69317 -3.11231
H -2.88195 2.76829 -0.63711
H -3.24412 4.12644 -1.64960
H -0.92372 4.31862 -2.43435
H -0.05892 2.75810 -2.75936
H -0.70620 3.02845 -1.16372
H -5.17095 0.57888 -2.50650
H -4.21713 0.52334 -1.24275
C -0.16124 -3.09910 2.78988
C -1.62938 -2.98594 2.39365
C -2.32474 -4.31678 2.20575
O -1.85137 -4.92845 1.02283
C -1.97980 -6.32233 0.94914
N -2.32010 -2.26442 3.47520
H -0.08466 -3.39915 3.83829
H 0.32327 -2.12186 2.75786
H 0.34144 -3.84949 2.18036
H -1.73045 -2.41033 1.46438
H -3.38539 -4.11404 2.00445
H -2.14553 -4.91303 3.10625
H -3.00929 -6.61049 0.68118
H -1.74361 -6.80094 1.90549
H -1.34421 -6.66645 0.13406
H -2.05391 -1.28993 3.50385
H -3.32736 -2.34643 3.42226
C -0.33780 -0.50558 7.41857
C 0.81265 0.35361 6.93849
C 0.30678 1.70668 6.38208
O -0.70368 1.68215 5.41608
C -0.27944 1.17580 4.16944
N 1.77686 0.51991 8.01556
H -1.00777 -0.81618 6.61395
H -0.94386 0.11789 8.08663
H 0.00199 -1.41325 7.91224
H 1.33045 -0.21276 6.15437
H 1.15906 2.34269 6.09466
H -0.11431 2.25318 7.23593
H 0.41460 1.84256 3.65141
H -1.17614 1.09975 3.54994
H 0.10910 0.15576 4.24162
H 2.56024 1.06593 7.68476
H 1.32747 0.86975 8.85096
C 3.12095 3.87941 -2.52864
C 2.96748 3.27090 -1.14350
C 3.21842 1.77563 -1.02679
O 4.39082 1.42798 -1.73180
C 4.67657 0.05551 -1.72373
N 3.86998 4.04432 -0.25581
H 4.06536 3.65329 -3.02682
H 3.04591 4.96109 -2.46172
H 2.36047 3.45533 -3.19642
H 1.91440 3.41711 -0.88083
H 2.36204 1.24832 -1.46672
H 3.29415 1.44219 0.01566
H 3.85604 -0.59482 -2.04308
H 5.02726 -0.24212 -0.72591
H 5.50902 -0.11917 -2.40597
H 4.76914 3.57153 -0.17767
H 3.53367 3.96072 0.70589
C -1.69897 7.42554 0.98410
C -0.61540 6.88780 0.05673
C -0.04429 5.53438 0.40866
O 0.59670 5.56724 1.65745
C 0.96209 4.27021 2.08744
N -1.10505 6.92287 -1.32614
H -1.43723 7.44337 2.03691
H -2.62632 6.86170 0.84090
H -1.94158 8.42211 0.60726
H 0.25770 7.55858 0.12504
H 0.62980 5.13353 -0.35567
H -0.92010 4.86398 0.45317
H 1.46057 4.33178 3.05173
H 1.64950 3.79016 1.37837
H 0.02582 3.69933 2.14967
H -1.48224 7.85447 -1.46869
H -0.33748 6.85703 -1.98814
C -5.51235 -3.67997 -0.52416
C -4.92509 -2.27780 -0.67251
C -4.84999 -1.57828 0.67709
O -4.63547 -0.17754 0.52205
C -4.25012 0.40481 1.76061
N -3.60662 -2.38018 -1.32288
H -6.41675 -3.65052 0.08349
H -4.80271 -4.32945 0.00434
H -5.64718 -4.14876 -1.49605
H -5.63871 -1.79281 -1.34753
H -4.05725 -1.97488 1.31812
H -5.79966 -1.74298 1.20670
H -4.30483 1.48075 1.61252
H -3.27279 0.01612 2.04579
H -4.95597 0.16013 2.56174
H -3.09892 -3.11703 -0.83222
H -3.04026 -1.54602 -1.12728
C 6.80849 -3.55444 3.32153
C 6.63459 -2.16504 2.73402
C 5.16265 -1.79003 2.54469
O 4.49520 -2.72520 1.73594
C 3.24299 -2.35788 1.22716
N 7.28285 -1.22019 3.65072
H 6.32873 -3.62025 4.30086
H 7.87281 -3.75455 3.43935
H 6.40407 -4.33018 2.67094
H 7.17392 -2.08637 1.78617
H 5.04732 -0.75658 2.19895
H 4.71995 -1.84459 3.55359
H 3.07515 -2.88334 0.28749
H 3.17529 -1.29450 0.95567
H 2.45645 -2.56661 1.95645
H 6.75329 -1.22829 4.51707
H 7.34005 -0.28342 3.27423
C -1.14249 -4.03576 -3.26846
C -0.01312 -3.47835 -4.12877
C 0.51893 -4.51417 -5.10560
O 1.52216 -3.89408 -5.88861
C 2.12881 -4.79772 -6.77902
N -0.52096 -2.30465 -4.86251
H -1.30037 -3.42333 -2.38109
H -0.91188 -5.04169 -2.88652
H -2.11531 -4.12613 -3.75189
H 0.76478 -3.16502 -3.42573
H -0.29595 -4.94850 -5.69882
H 0.94919 -5.37348 -4.57628
H 1.43497 -5.22457 -7.51378
H 2.51390 -5.67727 -6.24388
H 2.94641 -4.27072 -7.26298
H -0.20848 -2.40907 -5.82386
H -0.10051 -1.43337 -4.55801

---

Max |F| readings, ordered: 0.070, 0.089, 0.049 Eh/bohr